{"formula": "C13H47Br2ClFNO16", "method": "the ωB97M-V functional and the def2-TZVPD basis", "symbols": ["O", "C", "H", "H", "H", "H", "H", "H", "C", "C", "H", "Cl", "O", "H", "H", "O", "H", "O", "O", "Br", "H", "F", "C", "O", "O", "H", "O", "O", "H", "H", "H", "C", "H", "N", "H", "O", "H", "H", "H", "C", "H", "H", "H", "H", "O", "H", "H", "C", "H", "H", "H", "H", "H", "H", "O", "H", "C", "O", "O", "H", "H", "C", "C", "O", "O", "C", "H", "H", "H", "H", "Br", "H", "H", "H", "H", "H", "H", "C", "H", "H", "C"], "xyz": [[-2.103137, 1.330488, 1.889582], [0.549222, 1.959056, -2.288562], [1.730966, 0.792067, -0.237985], [1.311760, 3.890367, -1.715718], [0.384166, 6.215816, -3.219106], [-2.065522, 6.493166, -3.530258], [0.798213, 2.407133, 4.058416], [3.820121, -0.706664, -5.544860], [-2.426587, -2.745857, 0.068864], [-0.643291, 1.033670, -2.105220], [2.902233, -0.183336, -2.285825], [-4.644749, -3.442807, 1.452838], [1.245812, -0.618433, -5.928488], [-0.702449, 0.383419, -2.980358], [-0.815644, -5.084469, 3.197585], [0.466751, 2.756851, 3.221616], [3.333942, -1.597699, -1.247429], [4.321815, -5.886325, -2.014247], [4.993390, -3.211777, -0.948316], [0.567381, -1.988004, -2.372494], [3.798849, -6.599934, -1.637602], [0.425575, 2.445826, -3.613220], [0.589154, 3.152467, -1.371791], [-6.466812, 1.448094, 0.585243], [-6.357431, -0.445069, 3.341272], [-2.056166, -1.214777, -1.761713], [4.572581, 0.075779, 7.006991], [-2.134611, -1.382553, 0.305658], [-2.560505, 7.583237, -2.598238], [4.922399, -4.038298, -1.445899], [1.500236, 1.422029, -2.274106], [3.046088, -0.549259, -1.267745], [0.791246, -0.432606, -6.756214], [-3.147890, 2.219702, 2.220186], [-5.751429, 0.257153, 3.082655], [3.046435, 2.912120, 0.773425], [-0.067622, 2.036278, 2.871466], [0.190276, -1.578392, 0.020638], [-3.227111, -2.852859, -0.671642], [-2.846582, -3.378685, 1.389431], [-2.524710, -2.710843, 2.189494], [-1.432027, -4.955136, 0.930465], [-0.389531, 3.636289, -1.297358], [2.998842, 0.345786, -4.859539], [3.846258, -0.109640, -4.791008], [-1.537045, -3.260149, -0.320464], [-2.303867, -4.319915, 3.720900], [-2.282887, -4.793949, 1.595854], [-2.145814, 2.093150, -0.037023], [2.545420, 0.142788, 4.281336], [2.613034, 2.160232, 1.198843], [-6.881985, 0.785363, 1.147351], [-2.284757, -6.049537, 3.397722], [-2.844971, 0.108193, -0.902933], [0.977818, 6.096339, -2.471668], [3.395416, 3.405320, 1.523313], [-0.676978, 0.161832, -0.850931], [-4.118020, 1.623401, 2.488114], [2.457626, 0.871305, 4.904877], [3.345059, 0.989974, 5.266297], [4.040603, -0.671507, 7.297608], [-1.404025, 1.847170, 0.729592], [0.472889, -0.885940, -0.767107], [-1.804509, 7.333302, -3.138592], [-0.501652, 0.872919, 0.369075], [-1.898227, -5.088731, 3.057796], [0.602089, -1.093926, -5.393153], [-5.973774, -1.242797, 2.961420], [-0.847346, 2.754582, 0.982518], [1.379541, 6.962821, -2.355704], [2.318276, -0.949441, 1.415683], [-3.052098, -5.511914, 1.305589], [4.315937, -6.041608, -2.964039], [-1.535423, 1.671744, -2.149824], [0.916185, 2.864074, -0.369992], [5.885618, -3.221945, -0.590057], [-5.801917, 1.863781, 1.144936], [1.845607, -0.279538, -0.380018], [3.886584, 0.008260, -0.846328], [5.113843, 0.309505, 7.766902], [-2.006153, -0.598527, -0.858778]], "forces_ev_per_a": [[-0.5, 0.0, -0.1], [0.0, 0.2, -0.3], [-0.1, -0.2, 0.1], [-0.1, -0.1, -0.1], [-0.1, 0.1, 0.1], [0.0, 0.0, 0.0], [0.2, 0.0, 0.0], [0.0, 0.0, 0.1], [0.0, -0.1, -0.1], [0.0, 0.3, 0.0], [-0.1, -0.2, 0.0], [-0.2, 0.2, 0.3], [-0.1, -0.1, -0.1], [0.0, 0.0, 0.1], [-0.1, 0.0, 0.0], [-0.1, -0.1, 0.0], [-0.1, 0.0, -0.3], [0.1, 0.0, -0.2], [0.1, -0.1, -0.1], [0.0, -0.1, 0.0], [0.0, 0.1, 0.1], [0.0, -0.1, 0.1], [0.2, 0.0, 0.3], [0.1, 0.1, -0.1], [-0.1, 0.1, -0.2], [0.0, 0.1, 0.0], [0.0, 0.0, 0.0], [-0.1, 0.0, 0.0], [0.1, 0.1, 0.0], [-0.2, -0.1, 0.1], [-0.1, 0.0, 0.0], [0.3, 0.3, 0.4], [0.0, 0.1, 0.0], [0.1, -0.2, -0.6], [0.1, -0.1, 0.1], [0.0, -0.2, 0.1], [0.0, -0.1, 0.1], [-0.1, 0.0, -0.2], [0.1, 0.0, 0.0], [0.4, -0.3, -0.3], [-0.1, 0.0, 0.0], [0.0, 0.1, 0.1], [0.1, 0.0, -0.1], [0.0, -0.1, 0.0], [0.1, 0.1, 0.0], [0.0, 0.1, 0.0], [0.0, -0.1, 0.0], [-0.3, -0.2, 0.3], [0.1, -0.2, 0.0], [0.0, 0.1, -0.1], [0.0, 0.1, 0.1], [0.0, -0.1, 0.1], [0.1, 0.0, 0.0], [0.1, 0.0, 0.0], [0.2, 0.0, -0.1], [0.0, 0.1, -0.1], [0.0, -0.8, -0.5], [0.3, 0.1, 0.5], [0.0, 0.0, 0.0], [-0.1, -0.1, 0.2], [0.0, 0.0, 0.0], [0.2, 0.4, 0.0], [0.2, 0.4, 0.4], [-0.1, -0.1, -0.1], [0.1, 0.3, 0.1], [0.1, 0.2, 0.0], [0.1, 0.0, 0.1], [0.1, -0.1, 0.0], [-0.2, -0.1, 0.2], [0.0, 0.0, 0.0], [-0.1, 0.1, 0.1], [0.1, 0.1, -0.2], [0.0, 0.0, 0.0], [0.0, -0.1, 0.1], [-0.1, 0.0, -0.1], [0.0, 0.1, 0.0], [-0.2, 0.0, 0.0], [0.1, 0.0, -0.3], [0.0, 0.0, -0.1], [0.0, 0.0, 0.0], [-0.2, 0.0, 0.1]], "e_tot_ha": -7490.0837, "orbital_gap_ev": 9.474}



{"formula": "C13H48N10O11", "method": "the ωB97M-V functional and the def2-TZVPD basis", "symbols": ["H", "N", "O", "H", "H", "H", "C", "H", "N", "H", "N", "H", "H", "H", "H", "H", "H", "O", "C", "H", "O", "O", "O", "C", "N", "H", "N", "C", "H", "H", "N", "H", "C", "H", "H", "C", "H", "O", "H", "O", "O", "N", "H", "H", "H", "H", "H", "H", "C", "H", "N", "C", "H", "H", "H", "H", "C", "H", "H", "C", "C", "H", "O", "H", "C", "H", "H", "O", "H", "H", "C", "H", "N", "H", "H", "H", "H", "H", "H", "H", "O", "N"], "xyz": [[0.061326, -3.653951, 4.412416], [3.067183, -3.484542, -2.286542], [-0.365156, 1.429564, 0.799592], [-0.602322, 2.503274, -2.366652], [-0.058981, -1.784345, 2.910635], [-2.815267, -1.586274, 2.491047], [0.261711, 1.339694, -3.832455], [6.430845, 0.127048, -1.472953], [-3.345328, -1.173474, 3.209404], [-3.083356, 3.652326, -2.239808], [-1.147215, -3.788190, -0.290443], [3.353137, -2.596220, -2.764662], [-0.366175, 0.477064, 0.656525], [-3.931485, -1.841579, 3.725398], [-0.451053, 4.378484, 2.832524], [-1.553497, -1.487854, -2.967206], [-0.191775, -4.059765, -0.568199], [4.399971, -1.238807, -3.311857], [-4.160269, -0.178053, 2.794863], [-1.142339, 2.893182, 0.035948], [-1.968751, 2.921222, 2.841608], [0.764197, 0.500240, -3.117563], [1.657507, -2.331413, 1.677823], [-2.345057, -0.808906, -3.258186], [5.923468, -0.693409, -1.776677], [1.545697, -1.725282, 3.717340], [-0.511175, 2.387287, -3.348112], [0.784845, 1.919443, 1.379501], [-1.657675, 4.615813, 4.030023], [-3.501712, 2.486571, -0.922801], [1.350917, -2.215312, -1.477072], [-0.134768, -4.316038, 2.791079], [1.930106, -3.475379, -1.576078], [1.446867, -4.316374, 3.566282], [3.325717, 1.377490, 2.886145], [-2.433892, 4.266725, -0.391018], [-2.366933, 5.389006, -0.629104], [-5.181280, 0.097074, 3.383933], [4.954823, 1.700788, 2.431576], [-1.166050, 3.707781, -0.529236], [-2.550899, 0.334226, -2.500959], [-3.059204, -2.555770, 0.176853], [-0.747243, 3.159628, -3.959046], [-1.518093, 2.105922, 2.637729], [4.685549, 0.248306, 3.369260], [6.524238, -1.332905, -2.259313], [1.519012, -1.481139, -2.169497], [-3.497094, -3.223519, -0.521119], [-3.447581, 3.529744, -1.192018], [2.783598, 0.273438, -1.834892], [3.774156, 0.124103, -1.569623], [0.545040, -3.727908, 3.434602], [1.287984, 0.789726, -5.481635], [-0.575153, 3.341024, 4.261305], [-2.120775, -0.524716, -4.293028], [0.688873, 1.983748, 2.456530], [0.941760, -2.316033, 2.968885], [3.644271, -0.680831, 1.650532], [3.420032, -4.403411, -2.460911], [4.275072, 0.881590, 2.566294], [-1.611915, -2.586817, 0.003377], [-3.457549, -1.611192, -0.025266], [4.115086, 0.126513, 1.397153], [-1.738174, 0.662291, -2.083614], [-1.104473, 3.845120, 3.497727], [1.623051, 1.380740, 0.980274], [0.497676, -2.259666, -0.968572], [-0.971361, -1.615719, 0.361223], [-4.275873, 1.374178, 1.536816], [0.912773, -2.086907, 1.109008], [4.681800, -0.620774, -2.270381], [-2.739870, 0.535421, 1.532771], [0.404168, 1.258888, -5.225168], [-3.208608, -1.455396, -3.237527], [3.960201, 0.411359, -0.599330], [-1.840987, -4.527597, -0.422021], [-4.477903, 3.959154, -1.086496], [0.938014, 2.898531, 1.025762], [-2.765781, 4.229624, 0.718823], [0.045547, 2.064462, -5.706397], [1.385991, -4.468634, -1.003469], [-3.722182, 0.546278, 1.738286]], "forces_ev_per_a": [[0.0, 0.0, 0.0], [-0.5, 0.3, 0.1], [-2.1, -0.5, -0.7], [0.0, 0.4, 0.8], [1.2, 0.0, -0.4], [0.8, -0.8, -0.9], [-0.6, 1.1, -0.9], [-0.5, -0.1, 0.3], [-0.5, -1.1, 1.4], [-0.8, -0.5, 0.4], [-0.8, -1.5, -0.7], [0.3, -1.3, 0.2], [0.2, -0.2, 0.0], [0.8, 0.3, -0.2], [0.5, 0.0, -0.6], [0.7, 0.2, 0.6], [0.6, 0.2, 0.3], [-0.4, 0.2, 0.5], [-0.5, 1.2, 0.5], [0.1, 0.7, -0.6], [-0.6, 1.0, 0.1], [0.3, -0.6, 1.0], [-1.4, 0.6, 1.7], [0.5, -0.6, -1.2], [1.9, 0.3, 1.0], [-0.4, -1.0, -0.7], [0.9, -0.9, -1.8], [0.8, -0.3, 0.1], [-0.6, -0.1, -0.2], [0.1, -0.4, 0.0], [0.8, -0.9, -0.4], [0.3, 0.7, -0.1], [-1.2, 0.3, 0.6], [0.1, -0.3, 0.0], [0.4, -0.6, 0.0], [-1.1, 1.9, 2.8], [-0.1, -1.6, 0.0], [-0.9, 0.0, 0.2], [0.6, 0.2, -0.5], [0.8, -1.1, 0.4], [-0.1, 0.6, 1.3], [0.2, -0.3, -2.3], [0.0, -0.3, 0.4], [0.4, -0.2, 0.0], [-0.3, 0.3, 0.0], [-0.1, -0.2, -0.3], [-0.3, -0.5, 0.4], [0.5, 1.1, 1.3], [-0.7, 1.1, -1.5], [1.3, -0.5, -0.4], [-0.4, 0.6, 0.7], [0.6, 0.0, 0.3], [-1.0, 0.7, -0.1], [1.0, -0.5, 0.8], [-0.2, -0.2, -0.1], [0.4, -0.4, 0.4], [-0.8, 0.2, -0.1], [-0.1, 0.0, -0.4], [0.5, 0.0, -0.4], [-0.7, 0.2, 1.2], [-3.1, -0.4, 1.5], [0.7, -0.9, 0.4], [-0.1, -0.2, -0.3], [-0.3, -0.5, -0.4], [-0.8, -0.1, -0.1], [0.8, -0.6, 0.6], [-0.5, 0.8, -0.1], [1.2, 1.2, -0.2], [0.5, -0.2, 0.1], [0.4, -0.1, -0.6], [-2.1, 0.2, -1.1], [0.1, 0.2, -0.3], [0.3, -0.1, 1.5], [-0.7, 0.2, -0.1], [0.2, -0.5, -0.7], [0.5, 0.5, 0.0], [0.9, -0.2, -0.2], [0.0, 1.5, -0.4], [0.6, 0.1, -1.4], [0.5, -0.1, -0.6], [1.2, 1.4, -1.1], [-0.1, 0.3, -0.9]], "smiles": "NC(N)=O.NC(N)=O.NC(N)=O.NC(N)=O.NC(N)=O.CCO.CCO.CO.CO.CO.CO", "e_tot_ha": -1899.4348, "de_lowest_ev": 0.000, "orbital_gap_ev": 10.038}



{"formula": "C13H48N12O11", "method": "the ωB97M-V functional and the def2-TZVPD basis", "symbols": ["C", "H", "H", "H", "C", "H", "H", "H", "N", "H", "H", "N", "C", "H", "H", "O", "N", "H", "N", "H", "H", "H", "O", "H", "H", "N", "H", "H", "H", "H", "O", "N", "H", "H", "C", "H", "H", "O", "C", "C", "N", "H", "O", "H", "H", "H", "H", "C", "H", "N", "H", "C", "O", "H", "H", "N", "H", "C", "H", "O", "C", "O", "N", "H", "N", "H", "H", "H", "O", "H", "C", "H", "H", "H", "H", "O", "C", "H", "O", "C", "H", "H", "H", "N"], "xyz": [[-28.521000, -7.521000, -14.820000], [-31.307000, 3.210000, -12.285000], [-25.454000, -5.006000, -19.045000], [-26.943000, 2.654000, -15.374000], [-27.290000, 2.638000, -13.384000], [-26.020000, 1.373000, -16.641000], [-29.086000, -0.955000, -13.658000], [-32.338000, -1.138000, -9.966000], [-27.863000, -0.153000, -15.858000], [-29.997000, -2.251000, -12.755000], [-31.691000, 0.585000, -11.909000], [-26.211000, -1.449000, -11.775000], [-29.835000, -1.768000, -13.743000], [-27.681000, 0.859000, -12.660000], [-28.967000, -2.108000, -10.611000], [-29.430000, -5.465000, -12.417000], [-25.360000, -4.633000, -18.061000], [-30.828000, -1.322000, -14.135000], [-27.479000, 1.351000, -13.529000], [-27.573000, -3.272000, -15.135000], [-28.382000, -7.009000, -10.716000], [-27.097000, 2.332000, -17.563000], [-27.386000, 3.283000, -12.149000], [-27.989000, -5.662000, -16.754000], [-26.964000, -0.636000, -15.655000], [-27.011000, 1.518000, -16.942000], [-24.604000, -5.553000, -13.974000], [-25.688000, -6.574000, -13.055000], [-31.649000, -2.591000, -10.758000], [-27.765000, -3.252000, -11.197000], [-26.365000, -3.979000, -16.043000], [-23.487000, -1.210000, -14.079000], [-26.787000, -6.270000, -10.456000], [-26.998000, 4.263000, -14.529000], [-27.399000, -1.260000, -11.309000], [-28.704000, -0.656000, -15.656000], [-24.739000, -7.146000, -15.775000], [-25.029000, -7.373000, -14.848000], [-31.639000, -1.897000, -9.929000], [-28.091000, 0.898000, -16.558000], [-27.281000, -5.505000, -17.444000], [-30.269000, -3.647000, -14.612000], [-28.203000, -3.207000, -14.407000], [-29.089000, -5.728000, -14.395000], [-31.861000, -2.442000, -9.045000], [-25.923000, 0.774000, -13.593000], [-26.191000, -4.560000, -11.984000], [-26.315000, -4.655000, -17.225000], [-29.570000, -2.483000, -15.854000], [-27.246000, -4.523000, -12.220000], [-25.927000, -0.679000, -12.383000], [-25.423000, -6.259000, -14.102000], [-31.256000, 1.815000, -10.237000], [-28.048000, -7.994000, -15.727000], [-23.340000, -2.157000, -14.595000], [-27.991000, -2.306000, -10.796000], [-25.743000, -2.270000, -12.056000], [-28.133000, -5.428000, -11.843000], [-27.769000, 0.933000, -14.443000], [-28.890000, -6.207000, -15.127000], [-30.614000, 2.337000, -12.498000], [-25.653000, -1.358000, -14.966000], [-26.918000, 3.219000, -14.481000], [-27.167000, -6.210000, -18.179000], [-24.938000, 0.380000, -13.565000], [-26.216000, -5.802000, -14.697000], [-30.241000, -0.807000, -9.211000], [-30.703000, 1.997000, -13.551000], [-30.344000, -1.396000, -9.982000], [-29.596000, 2.769000, -12.409000], [-29.507000, -2.851000, -14.794000], [-24.620000, -3.947000, -17.955000], [-27.785000, -7.578000, -13.998000], [-30.128000, 0.521000, -11.536000], [-27.624000, -3.954000, -13.005000], [-27.834000, 0.052000, -11.274000], [-30.905000, 1.249000, -11.518000], [-29.502000, -8.006000, -14.585000], [-29.366000, 1.286000, -16.864000], [-24.714000, -0.731000, -14.176000], [-31.771000, 1.175000, -9.729000], [-24.176000, 0.855000, -12.993000], [-22.706000, -0.685000, -13.676000], [-27.664000, -6.283000, -10.980000]], "forces_ev_per_a": [[-0.7, -0.8, -0.2], [0.5, -1.0, -0.6], [0.0, 0.6, 1.9], [-0.1, 1.4, 1.6], [-0.7, 3.7, 7.7], [-1.7, -0.6, -0.3], [-0.4, -0.6, 0.0], [-1.7, 1.6, -0.7], [-0.5, -3.3, 1.5], [0.1, 0.4, -0.7], [-0.8, 0.6, 0.2], [3.5, 1.9, -2.4], [-2.4, 0.7, -1.2], [-0.5, -0.5, 0.7], [-0.1, -0.3, 0.5], [6.5, 0.0, 3.2], [4.4, 0.6, -4.8], [1.3, -0.3, 1.1], [-0.6, -2.4, -0.6], [0.4, -0.5, -0.6], [1.5, 1.1, -0.2], [-0.3, -0.7, 0.5], [0.7, -3.0, -6.4], [-0.4, 0.0, 0.8], [-0.1, 0.3, 0.0], [3.9, 3.8, -2.1], [0.2, 0.3, -0.1], [-0.2, -0.1, -1.2], [-0.8, -0.1, -0.3], [-0.2, 1.7, 0.7], [1.3, -2.0, -5.3], [2.0, -3.7, -1.3], [-0.7, 0.4, -0.6], [0.2, -1.7, 0.1], [-2.4, 5.6, 1.1], [-0.2, -0.3, 0.2], [-0.6, 0.0, 1.7], [1.2, -1.3, -1.4], [1.0, -1.7, -0.7], [-7.5, 1.6, -2.5], [-1.2, -2.0, -1.9], [0.8, 0.1, -0.5], [0.1, -0.6, 0.1], [-1.0, 2.2, 4.0], [0.1, -0.8, 1.1], [0.7, 0.2, 0.1], [-2.8, -0.2, -0.7], [-3.2, 2.4, 8.3], [0.1, -0.4, 0.9], [2.0, 1.3, -0.9], [0.0, -0.4, 1.0], [-0.2, 0.3, 0.1], [0.3, -0.5, -0.3], [-0.5, 0.5, 0.9], [-0.1, 2.7, 1.4], [-1.6, -1.5, 0.2], [-0.3, -1.3, 0.1], [-5.0, 0.3, -3.6], [0.2, 0.6, 1.5], [1.5, -1.4, -4.6], [0.0, 1.9, -0.4], [4.3, 2.4, 3.6], [0.7, 3.2, -3.7], [-0.3, 0.6, 0.5], [0.3, 3.4, 1.8], [-0.3, 0.6, 1.0], [0.5, -0.1, -0.7], [-0.2, 0.1, 0.6], [0.4, 1.1, 1.5], [-0.5, -0.4, 0.3], [-0.3, 1.1, 1.3], [-0.4, -0.2, 0.1], [-0.5, -0.1, -0.2], [1.3, -0.1, 0.9], [0.7, 0.1, -0.3], [1.1, -6.0, 0.2], [-1.0, -0.6, -0.6], [1.2, -0.5, 0.1], [6.1, -1.3, 1.2], [-3.4, -2.9, -4.8], [0.2, 0.1, -0.3], [-1.8, -0.9, -1.1], [-0.7, -0.6, -0.3], [-2.0, -4.0, 2.5]], "smiles": "NC(N)=O.NC(N)=O.NC(N)=O.NC(N)=O.NC(N)=O.NC(N)=O.CCO.CCO.CO.CO.CO", "e_tot_ha": -2008.7498, "de_lowest_ev": 7.953, "orbital_gap_ev": 8.103}